104
Properties=species:S:1:pos:R:3 method="wB97M-V/def2-TZVPD" largest_force_ev_per_a=0.433 homo_lumo_gap_ha="0.321 / 0.174" charge=+4 spin_multiplicity=6 lumo_ha="-0.3411 / -0.4879"
Pt -0.24156 0.00843 0.14347
O 0.80743 -1.06792 -1.31724
P 1.84427 -2.20099 -1.03495
C 1.00414 -3.47051 -0.03593
P 0.46708 -2.91769 1.62527
O 0.14959 -1.39328 1.58186
C 1.74888 -3.19347 2.80701
C 2.08193 -4.51663 3.12547
C 3.09343 -4.76163 4.03822
C 3.75247 -3.69743 4.64344
C 3.40489 -2.38344 4.34116
C 2.40558 -2.12486 3.41654
C -0.97742 -3.86127 2.06585
C -1.58276 -4.81150 1.24247
C -2.65871 -5.54939 1.71481
C -3.12960 -5.34427 3.00572
C -2.52545 -4.40321 3.83368
C -1.44776 -3.66878 3.37174
C 2.34259 -2.92056 -2.57189
C 3.13854 -2.14369 -3.41995
C 3.58071 -2.67340 -4.61773
C 3.24331 -3.97815 -4.96578
C 2.45906 -4.75407 -4.12278
C 2.00284 -4.22818 -2.92408
C 3.27362 -1.65612 -0.12058
C 3.39250 -0.39129 0.44450
C 4.53408 -0.04970 1.15182
C 5.55636 -0.97722 1.30600
C 5.44211 -2.24515 0.74816
C 4.30944 -2.58433 0.02704
H 1.69241 -4.30953 0.11372
H 0.15277 -3.83285 -0.61235
H 1.55047 -5.35233 2.68180
H 3.35797 -5.77922 4.29140
H 4.53241 -3.89771 5.36650
H 3.90574 -1.56264 4.83745
H 2.12540 -1.10734 3.18496
H -1.21550 -5.01585 0.24536
H -3.11213 -6.30380 1.08582
H -3.95431 -5.93788 3.37800
H -2.87622 -4.26809 4.84815
H -0.95191 -2.96803 4.03510
H 3.42880 -1.13813 -3.13686
H 4.20123 -2.08130 -5.27620
H 3.60484 -4.39479 -5.89647
H 2.21221 -5.77134 -4.39411
H 1.40005 -4.84976 -2.27363
H 2.58790 0.32781 0.34858
H 4.62993 0.93476 1.59159
H 6.44835 -0.71125 1.85780
H 6.24345 -2.96302 0.85993
H 4.24861 -3.56422 -0.43488
C -4.81526 2.79325 -2.41774
Si -3.11373 2.96777 -1.72829
C -1.71188 3.02397 -2.93759
C -2.91042 3.97757 -0.19066
Ge -2.61985 0.49030 -0.66985
Si -4.34857 0.27399 1.46769
C -6.00716 0.82413 0.88614
C -4.07873 -1.54039 1.70326
C -3.41212 1.39550 2.60284
Si -3.47202 -1.23054 -2.62489
C -2.68191 -0.47258 -4.11123
C -5.31009 -1.20510 -2.49658
C -2.59742 -2.69927 -1.91380
H -5.11190 3.78549 -2.78334
H -5.55629 2.49674 -1.67530
H -4.85701 2.11782 -3.27261
H -1.52629 4.08046 -3.16586
H -1.95695 2.52298 -3.87367
H -0.78046 2.61292 -2.54530
H -2.68777 5.00298 -0.50980
H -2.08134 3.64636 0.43673
H -3.82555 4.01217 0.40107
H -6.34700 0.31014 -0.01289
H -6.07204 1.90268 0.74249
H -6.71667 0.56534 1.68385
H -4.58213 -2.14694 0.94931
H -4.52810 -1.79510 2.67247
H -3.02469 -1.82051 1.75947
H -3.67368 2.44439 2.46934
H -2.32793 1.27914 2.54614
H -3.70026 1.10914 3.62299
H -3.25032 0.36227 -4.52017
H -2.67274 -1.26280 -4.87439
H -1.64333 -0.18004 -3.95164
H -5.75775 -0.24714 -2.76010
H -5.67205 -1.52848 -1.52035
H -5.67687 -1.93918 -3.22747
H -1.52926 -2.50520 -1.80046
H -2.70933 -3.51010 -2.64608
H -3.01998 -3.04425 -0.96927
C 3.40923 3.96987 -0.01789
N 2.09186 3.49778 0.46638
C 1.43709 4.20793 1.57648
C 1.55804 2.43934 -0.05257
O 0.41483 1.98698 0.32490
H 3.52042 5.01589 0.24694
H 3.46366 3.87300 -1.09900
H 4.20419 3.39528 0.45401
H 1.88975 5.18846 1.67391
H 1.57416 3.65118 2.50272
H 0.37580 4.31231 1.36940
H 2.10012 1.94684 -0.86147



10
Properties=species:S:1:pos:R:3 method="wB97M-V/def2-TZVPD" largest_force_ev_per_a=5.453 homo_lumo_gap_ha=0.374 charge=0 spin_multiplicity=1 lumo_ha=0.0292
N -0.75615 0.92018 -1.23929
N 0.04397 0.27574 -0.44787
N 1.38282 0.44292 -0.53317
N 1.88872 -0.28522 0.36452
N 0.89154 -0.87138 1.03494
C -0.35706 -0.52433 0.49821
O -1.44957 -0.89348 0.79253
H -1.71042 0.51166 -1.20926
H -0.90423 1.86185 -1.07547
H 0.97038 -1.43793 1.81485



19
Properties=species:S:1:pos:R:3 method="wB97M-V/def2-TZVPD" largest_force_ev_per_a=2.601 homo_lumo_gap_ha="0.292 / 0.342" charge=0 spin_multiplicity=1 lumo_ha="-0.0102 / 0.0155"
C -1.42186 2.42793 0.02667
C -0.88459 1.18079 0.72535
C 0.11338 0.37876 -0.05154
O 1.39840 0.68107 0.46288
C -0.20050 -1.12111 -0.09530
C 0.90941 -1.93014 -0.78931
O 2.07723 -1.90058 0.03610
H -2.15792 2.97941 0.61500
H -0.57024 3.13065 -0.10602
H -1.81119 2.26442 -0.98634
H -1.63056 -0.74646 1.73007
H -0.56630 1.38273 1.73776
H 0.08020 0.75998 -1.09194
H 1.87514 -0.15772 0.58410
H -1.15141 -1.28886 -0.60752
H -0.64708 -1.39035 1.03216
H 1.17278 -1.54480 -1.79787
H 0.56809 -2.96170 -0.93173
H 2.84704 -2.14401 -0.49250



27
Properties=species:S:1:pos:R:3 method="wB97M-V/def2-TZVPD" largest_force_ev_per_a=3.981 homo_lumo_gap_ha=0.348 charge=+1 spin_multiplicity=1 lumo_ha=-0.1400
C -2.04089 0.36438 -1.92845
C -2.31981 -0.44778 -0.71264
I -4.12964 0.22209 0.11810
N -1.98558 -1.68062 -0.45156
C -0.99966 -2.08006 0.22581
N -0.59272 -3.33088 0.43846
C -0.20463 -0.92250 0.88100
C 0.96115 -0.72849 -0.10938
C 1.78807 0.54015 0.20114
C 0.85588 1.77477 0.21022
C -0.26550 1.58151 1.23653
N -0.98745 0.24306 0.97821
H -1.91358 1.46263 -1.67416
H -2.98574 0.26838 -2.70696
H -1.05991 0.06820 -2.46070
H 0.28356 -3.52961 1.04084
H -1.29204 -4.11606 0.23524
H 0.12168 -1.26696 1.82664
H 0.58770 -0.77169 -1.16035
H 1.74456 -1.74214 -0.20271
H 2.65825 0.70538 -0.53604
H 2.45596 0.44480 1.11194
H 1.51024 2.66462 0.49950
H 0.43443 1.69814 -0.83346
H 0.13751 1.47656 2.27701
H -1.18664 2.24916 1.02023
H -1.73155 0.10007 1.57747



47
Properties=species:S:1:pos:R:3 method="wB97M-V/def2-TZVPD" largest_force_ev_per_a=1.001 homo_lumo_gap_ha=0.310 charge=0 spin_multiplicity=1 lumo_ha=0.0210
C 2.92187 3.41979 -0.87782
O 2.79586 2.04190 -0.62820
C 3.87779 1.37251 -0.09288
C 5.09106 1.95945 0.21008
C 6.11832 1.19586 0.74810
C 5.92908 -0.15021 0.98088
C 4.71735 -0.75160 0.68057
C 3.67932 -0.00661 0.14350
N 2.41773 -0.48516 -0.20727
C 1.81977 -1.69756 -0.09266
S 2.57759 -3.05089 0.49667
N 0.53144 -1.75429 -0.52092
C -0.21670 -2.98790 -0.50779
C -1.49087 -2.84961 0.32708
N -2.12537 -1.55263 0.12219
C -3.56555 -1.59435 0.28453
C -4.13556 -0.20666 0.40513
C -3.52342 0.71677 1.24483
C -4.03251 1.99578 1.37050
C -5.16479 2.36594 0.66286
C -5.78149 1.45138 -0.17243
C -5.26647 0.17260 -0.30340
C -1.69554 -0.92696 -1.10762
C -0.21086 -0.58960 -0.96997
H 3.70920 3.62468 -1.60980
H 1.96144 3.73403 -1.28475
H 3.12436 3.97692 0.04207
H 5.25319 3.01100 0.03368
H 7.06119 1.66708 0.98013
H 6.72456 -0.74750 1.39846
H 4.57748 -1.80230 0.86419
H 1.86105 0.25809 -0.60766
H -0.46386 -3.26598 -1.53915
H 0.41897 -3.76909 -0.08813
H -1.24939 -2.93684 1.39184
H -2.16338 -3.67927 0.05898
H -3.76962 -2.14110 1.21145
H -4.06054 -2.13616 -0.54248
H -2.64096 0.41843 1.79005
H -3.54848 2.70657 2.02444
H -5.56481 3.36420 0.76259
H -6.66435 1.73398 -0.72705
H -5.75009 -0.53697 -0.96031
H -2.25295 0.00356 -1.23735
H -1.87809 -1.55364 -1.99792
H 0.17381 -0.22834 -1.93453
H -0.12676 0.21071 -0.22468